Molecular formula: C51H51AsDyN5O3PSSi
Method: DFT, ωB97M-V/def2-TZVPD

Maximum force: 1.5 eV/Å
HOMO level (spin up / spin down): -9.97 / -9.98 eV
Energy: -6623.319955 Eh
Spin multiplicity: 6
Net charge: +1
Molecular weight: 1110.55 Da
Lowest unoccupied orbital energy (spin up / spin down): -2.4 / -2.4 eV

XYZ file:
```
115
Properties=species:S:1:pos:R:3:forces:R:3
Dy -1.147419 1.185901 0.317627 0.3 -0.3 0.4
C 1.763373 2.047266 4.138886 0.1 0.2 -0.3
Si 0.962336 2.769817 2.587626 0.2 0.2 -0.3
C 1.978810 2.142412 1.107258 -0.2 0.7 0.3
C 0.932868 4.674766 2.436137 -0.3 -0.4 0.5
N -0.659397 2.161100 2.294818 -0.1 -0.1 -0.1
C -1.654073 2.331080 3.277364 0.0 0.1 -0.1
C -1.507383 3.008835 4.500210 0.6 0.3 0.2
C -2.531784 3.124027 5.436898 0.0 -0.7 -1.0
C -3.746986 2.537356 5.149300 -0.6 0.2 0.3
C -3.974655 1.935367 3.929363 0.3 -0.5 -0.5
C -2.933698 1.820334 3.032378 -0.1 0.2 -0.1
O -3.094295 1.192338 1.764622 0.9 0.1 0.5
C -4.379314 1.133059 1.234927 -0.4 0.0 -0.3
C -5.056710 -0.057306 1.200831 0.2 -0.5 0.3
C -6.264982 -0.110051 0.543683 -0.6 -0.4 -0.2
C -6.810737 1.017300 -0.043639 -0.1 0.4 0.0
C -6.119627 2.225013 0.012556 -0.1 -0.4 0.1
C -4.896416 2.265958 0.661182 0.0 1.0 0.0
H 2.769731 2.482752 4.303039 -0.5 -0.2 0.0
H 1.883523 0.962274 4.006874 0.0 0.2 0.0
H 1.146916 2.182320 5.027124 0.2 0.1 0.1
H 2.899405 2.719234 0.995402 0.0 0.2 0.0
H 1.413050 2.302860 0.181921 0.2 -0.2 -0.1
H 2.283084 1.116266 1.201850 0.0 -0.5 -0.1
H 1.749427 5.239694 2.907308 -0.1 -0.3 -0.2
H -0.011574 5.032201 2.873747 0.2 0.0 0.0
H 0.878741 4.926112 1.375210 0.1 0.1 0.0
H -0.548101 3.473806 4.745042 -0.3 -0.1 -0.2
H -2.396127 3.641218 6.358532 0.2 0.3 0.5
H -4.577784 2.549255 5.839584 0.1 0.2 0.2
H -4.945332 1.531595 3.690061 -0.1 -0.1 0.0
H -4.653143 -0.943520 1.673514 0.1 0.0 -0.1
H -6.797312 -1.054986 0.473934 0.1 0.1 0.1
H -7.801916 0.981261 -0.486224 0.2 -0.1 -0.1
H -6.541069 3.111635 -0.439608 0.0 0.1 0.1
H -4.355891 3.204932 0.783079 0.0 -0.2 -0.2
N -4.281477 0.289344 -7.906424 0.1 -0.1 0.8
C -3.920942 0.084790 -6.586403 -0.2 0.4 -0.1
C -2.726805 -0.545013 -6.196394 0.3 0.2 0.0
C -2.276020 -0.513237 -4.876117 0.6 -0.1 -0.2
C -3.055523 0.092769 -3.905285 -0.5 0.5 0.9
C -4.307456 0.603316 -4.255513 0.0 0.0 -0.8
C -4.736682 0.620100 -5.579638 -0.1 0.2 0.5
S -2.536015 0.317423 -2.183550 0.1 0.0 -0.9
O -1.123286 -0.074682 -2.114673 0.2 -0.2 0.0
O -3.387758 -0.375371 -1.257824 -0.3 -0.4 0.1
N -2.529333 1.838217 -1.614154 -0.3 -0.4 -0.8
C -1.579833 2.648818 -2.179765 0.6 0.8 -0.7
N -0.561002 2.918781 -1.341404 -0.2 -0.2 0.4
C 0.341247 3.847014 -1.682132 -0.6 0.1 0.4
C 0.233611 4.497155 -2.874638 0.8 0.4 -0.7
C -0.752068 4.049324 -3.754711 -0.3 0.2 -0.3
N -1.655532 3.149336 -3.435963 -0.5 -0.7 1.1
H -3.765571 -0.159830 -8.625245 0.3 -0.3 -0.4
H -5.225108 0.555602 -8.134335 0.1 -0.1 0.1
H -2.082691 -0.973879 -6.956146 0.0 0.0 0.0
H -1.289135 -0.922038 -4.616786 -0.5 0.2 -0.2
H -4.931974 1.024776 -3.500596 -0.3 0.3 0.4
H -5.672989 1.122828 -5.869563 0.5 -0.4 0.3
H 1.075169 4.067885 -0.921952 0.3 0.1 -0.1
H 0.939720 5.270698 -3.172039 -0.2 -0.2 0.1
H -0.871305 4.448234 -4.764930 0.3 0.0 0.3
C 2.303107 -1.678964 0.912260 -0.2 0.4 0.5
C 1.957571 -2.143581 2.326866 0.5 -0.1 -0.1
As 3.430567 -3.144118 3.282266 -0.1 0.1 -0.3
C 4.817138 -1.771659 3.270180 0.2 -0.4 0.0
C 6.161908 -2.130523 3.419638 0.0 0.9 -0.3
C 7.159775 -1.151576 3.289386 -0.1 -0.9 0.4
C 6.839322 0.175517 3.105230 -1.0 0.5 0.1
C 5.492437 0.538520 3.029925 -0.5 -0.3 0.1
C 4.491805 -0.438510 3.098796 0.9 0.5 -0.1
C 3.992457 -4.130203 1.673512 0.4 0.2 -0.3
C 3.325499 -5.323041 1.420171 -0.1 -0.1 0.3
C 3.535892 -6.009617 0.230430 0.3 -0.1 -0.6
C 4.425968 -5.508660 -0.720791 -0.2 0.1 0.4
C 5.127490 -4.336874 -0.457713 0.5 0.0 -0.5
C 4.924878 -3.661717 0.727251 -0.4 0.3 0.7
P 0.920897 -0.982795 -0.082267 0.3 0.8 0.3
C 1.670018 -0.925274 -1.738126 0.2 -0.1 0.0
C 2.222106 -2.043782 -2.361710 -0.2 0.4 -0.1
C 2.833407 -1.917716 -3.600613 0.1 0.1 0.1
C 2.989675 -0.667672 -4.173882 -0.1 0.8 -0.1
C 2.508329 0.477122 -3.529229 -0.4 -0.5 0.2
C 1.822368 0.334194 -2.326368 0.2 -0.1 0.0
C -0.385995 -2.193992 0.079653 -0.7 -0.3 -1.0
C -0.875141 -2.969254 -0.983677 1.0 0.4 0.0
C -2.005757 -3.713524 -0.830005 -1.0 -0.6 0.6
C -2.766170 -3.669112 0.349967 1.1 0.9 -0.3
C -2.331288 -2.838608 1.374519 0.1 -0.4 -0.1
C -1.143125 -2.132475 1.242998 0.1 0.6 0.6
H 2.656936 -2.512386 0.323596 0.2 -0.3 -0.1
H 3.092362 -0.925781 0.923637 0.1 0.0 -0.1
H 1.192384 -2.907212 2.252525 -0.3 -0.1 0.2
H 1.590708 -1.339997 2.980494 0.1 -0.2 -0.2
H 6.441339 -3.157079 3.597442 0.0 -0.2 0.0
H 8.197751 -1.445160 3.392277 0.0 0.0 0.0
H 7.589267 0.944791 3.078033 0.3 0.1 -0.1
H 5.135590 1.563601 2.935110 0.5 -0.1 -0.1
H 3.471348 -0.121061 2.992460 -0.3 0.0 0.1
H 2.661152 -5.722228 2.194450 0.1 0.0 -0.4
H 3.057151 -6.959726 0.013087 -0.1 0.1 0.2
H 4.591986 -6.028676 -1.652389 0.0 -0.1 0.0
H 5.878374 -3.964383 -1.174656 -0.5 -0.2 0.4
H 5.476501 -2.747456 0.932194 -0.1 -0.1 -0.1
H 2.191671 -3.000164 -1.875349 -0.1 -0.4 0.1
H 3.214871 -2.791793 -4.098395 0.1 -0.2 -0.1
H 3.508153 -0.529212 -5.118340 -0.1 -0.3 0.1
H 2.618350 1.458354 -3.974445 0.1 -0.1 0.0
H 1.443617 1.198837 -1.789242 0.0 0.0 -0.3
H -0.367582 -2.973422 -1.950392 0.0 0.0 0.4
H -2.304548 -4.364259 -1.631014 -0.3 -0.1 -0.3
H -3.680754 -4.197980 0.447887 -0.6 -0.5 0.0
H -2.870535 -2.770533 2.304651 -0.2 0.0 0.1
H -0.808013 -1.495028 2.081476 -0.2 -0.3 -0.4
```
Positions in Å, forces in eV/Å.